1.
# C25H65N6O8P3Si

A structure of composition C25H65N6O8P3Si in a non-equilibrium geometry (ωB97M-V with the def2-TZVPD basis set, the Open Molecules 2025 dataset).

Each line ends with the Mulliken charge.
Positions of all 108 atoms, in Å:
C1 5.0658 2.8180 4.0629  -0.813
C2 3.7536 3.5084 4.3441  0.711
O1 3.6104 4.6554 4.0341  -0.581
O2 2.7450 2.8930 4.9904  -0.375
C3 2.6972 1.4611 4.9445  -1.153
C4 2.4458 0.9309 3.5430  0.445
C5 1.0475 1.3476 2.9998  -0.470
C6 1.2055 1.9140 1.5907  0.850
C7 -0.0926 1.8630 0.7635  -0.957
C8 0.1608 1.7149 -0.7323  -0.194
C9 0.7809 2.9433 -1.4280  -0.928
C10 2.2984 3.0486 -1.2956  0.728
O3 2.9391 3.1537 -2.5921  -0.447
P1 4.2511 2.2632 -2.6938  0.771
O4 4.9741 2.5479 -3.9269  -0.746
O5 5.1982 2.5864 -1.4495  -0.489
O6 3.7030 0.7822 -2.5699  -0.262
Si1 4.5838 -0.3845 -1.7074  0.701
C11 6.2942 -0.7026 -2.3664  -1.155
C12 3.5991 -1.9714 -1.9062  -0.706
C13 4.6947 -0.0819 0.1378  -0.522
H1 5.7775 2.9976 4.8661  0.266
H2 5.0019 1.7499 3.8853  0.289
H3 5.4620 3.2774 3.1623  0.286
H4 1.8618 1.1461 5.5645  0.487
H5 3.6087 1.0300 5.3606  0.431
H6 3.2053 1.2750 2.8410  -0.091
H7 2.5257 -0.1565 3.5992  0.008
H8 0.4492 0.4391 3.0010  0.045
H9 0.6569 2.1018 3.6812  0.510
H10 1.5728 2.9422 1.6044  0.334
H11 1.9138 1.2632 1.0742  -0.887
H12 -0.5962 0.9464 1.0851  0.323
H13 -0.7720 2.6824 0.9997  0.350
H14 -0.8078 1.5594 -1.2112  0.249
H15 0.7697 0.8242 -0.9099  0.020
H16 0.5010 2.9008 -2.4778  0.312
H17 0.3200 3.8268 -0.9841  0.340
H18 2.6314 2.1217 -0.8170  -0.472
H19 2.6112 3.8487 -0.6235  0.285
H20 4.7243 2.6498 -0.6099  0.365
H21 7.0382 -0.0403 -1.9260  0.339
H22 6.3615 -0.7143 -3.4516  0.317
H23 6.5702 -1.7068 -2.0316  0.346
H24 3.8611 -2.6918 -1.1363  0.166
H25 2.5588 -1.6755 -1.7341  -0.055
H26 3.6515 -2.3671 -2.9172  0.471
H27 3.7038 -0.0390 0.5919  -0.427
H28 5.3253 0.7504 0.4401  0.444
H29 5.1574 -0.9821 0.5518  0.592
O7 0.9167 -2.2098 2.6488  -1.126
P2 0.3863 -3.3668 1.8526  0.853
N1 -0.7474 -4.0583 2.9354  0.401
C14 -0.5673 -5.1515 3.8626  -1.072
C15 -1.9402 -3.2645 3.1795  -1.024
N2 1.8947 -4.1924 1.5849  0.330
C16 2.2383 -5.5060 2.0953  -1.105
C17 3.0668 -3.3248 1.6103  -1.064
N3 -0.3387 -4.1077 0.5172  0.044
C18 -1.0766 -5.3515 0.5035  -0.967
C19 0.0324 -3.5860 -0.7993  -0.971
H30 -1.4584 -5.7907 3.8611  0.375
H31 -0.3960 -4.8077 4.8910  0.302
H32 0.2604 -5.7985 3.5859  0.317
H33 -2.7121 -3.4609 2.4219  0.237
H34 -1.7180 -2.1942 3.1603  0.216
H35 -2.3650 -3.4843 4.1584  0.419
H36 2.2177 -5.5528 3.1910  0.402
H37 3.2493 -5.7713 1.7827  0.365
H38 1.5996 -6.2894 1.6804  0.259
H39 3.4271 -3.1425 2.6319  0.335
H40 2.8429 -2.3677 1.1461  0.022
H41 3.8849 -3.7667 1.0347  0.503
H42 -0.6446 -6.1143 1.1515  0.272
H43 -1.0837 -5.7575 -0.5079  0.476
H44 -2.1207 -5.2138 0.8025  0.201
H45 0.8950 -4.1215 -1.2131  0.342
H46 0.2958 -2.5289 -0.7329  0.053
H47 -0.7989 -3.6592 -1.5021  0.545
O8 -3.2711 1.8160 -2.3852  -0.797
P3 -4.7690 1.7668 -2.3676  0.550
N4 -5.1047 0.6794 -3.6512  0.279
C20 -5.4152 0.9697 -5.0321  -1.039
C21 -4.7357 -0.7041 -3.4072  -1.129
N5 -5.0738 3.4583 -2.6168  0.230
C22 -5.7228 4.0263 -3.7833  -1.082
C23 -4.0070 4.3527 -2.1619  -1.033
N6 -6.2941 1.5164 -1.6759  0.120
C24 -7.5126 1.1475 -2.3620  -0.914
C25 -6.4679 1.9685 -0.2956  -1.115
H48 -6.2045 0.2948 -5.3853  0.372
H49 -4.5462 0.8533 -5.6925  0.311
H50 -5.8038 1.9745 -5.1680  0.299
H51 -5.5386 -1.2459 -2.8867  0.239
H52 -3.8333 -0.7738 -2.7934  0.306
H53 -4.5273 -1.2260 -4.3407  0.428
H54 -5.1814 3.8153 -4.7133  0.377
H55 -5.7768 5.1113 -3.6841  0.368
H56 -6.7612 3.6993 -3.8781  0.256
H57 -3.2075 4.4632 -2.9055  0.331
H58 -3.5623 3.9923 -1.2380  0.253
H59 -4.4272 5.3389 -1.9523  0.412
H60 -7.6280 1.6403 -3.3273  0.272
H61 -8.3715 1.4306 -1.7537  0.441
H62 -7.5792 0.0676 -2.5302  0.192
H63 -6.8332 3.0017 -0.2567  0.332
H64 -5.5201 1.9285 0.2434  0.309
H65 -7.1653 1.3272 0.2457  0.439

2.
# C25H65O13V

A structure of composition C25H65O13V in a non-equilibrium geometry (ωB97M-V with the def2-TZVPD basis set, the Open Molecules 2025 dataset).

For the energy relative to the best compared isomer or geometry (same formula, charge and spin), the calculation gives 9.0 kcal per mole.

Each line ends with the Mulliken charge.
Positions of all 104 atoms, in Å:
O1 3.7178 2.0499 3.4201  -0.503
V1 2.4811 1.5966 4.2297  1.863
O2 2.9339 1.7706 5.8124  -0.547
O3 -0.4624 -0.5822 -1.5834  -0.448
C1 -0.0923 -0.6740 -0.3231  0.710
O4 -0.0206 -1.8100 0.0340  -0.704
O5 0.0989 0.3411 0.3659  -0.721
H1 -0.6162 -1.5284 -1.5308  0.324
C2 0.7074 -8.2317 -2.7455  -1.323
C3 -0.2425 -8.2279 -3.9274  0.546
C4 0.0278 -7.1829 -4.9814  -1.171
O6 -0.0788 -9.4917 -4.6076  -0.554
H2 0.5799 -9.1283 -2.1389  0.317
H3 0.5743 -7.3424 -2.1295  0.352
H4 1.7493 -8.2567 -3.0646  0.328
H5 -1.2521 -8.1894 -3.5183  0.235
H6 1.0766 -7.2129 -5.2768  0.290
H7 -0.2003 -6.1613 -4.6773  0.340
H8 -0.5141 -7.2396 -5.9255  0.329
H9 -0.9003 -9.6615 -5.0744  0.311
C5 -2.1455 4.7132 -2.7769  -1.205
C6 -3.2702 4.4544 -1.7872  0.426
C7 -4.2543 3.2976 -2.1280  -1.254
O7 -2.6826 4.2876 -0.5333  -0.503
H10 -1.6103 5.6104 -2.4661  0.312
H11 -2.4406 4.8281 -3.8200  0.358
H12 -1.3343 3.9864 -2.8176  0.292
H13 -3.8810 5.3572 -1.7815  0.209
H14 -5.0586 3.2281 -1.3956  0.327
H15 -3.7176 2.3501 -2.1759  0.336
H16 -4.7604 3.5139 -3.0688  0.353
H17 -2.4117 3.3667 -0.5289  0.350
C8 -4.1175 0.9768 5.2972  -1.201
C9 -2.8541 1.6619 5.8856  0.362
C10 -2.9560 1.8009 7.4105  -1.196
O8 -1.7377 0.8369 5.6415  -0.508
H18 -4.2381 -0.0719 5.5688  0.322
H19 -4.1643 1.0868 4.2138  0.320
H20 -5.0448 1.4418 5.6318  0.349
H21 -2.5908 2.6037 5.4042  0.241
H22 -2.9006 0.8535 7.9467  0.343
H23 -3.9482 2.2227 7.5710  0.323
H24 -2.2370 2.4770 7.8730  0.314
H25 -1.8645 0.0221 6.1331  0.335
C11 4.5740 3.2839 -2.9100  -1.189
C12 4.6806 4.8180 -3.1762  0.512
C13 4.3680 5.7135 -2.0332  -1.271
O9 6.0035 5.0680 -3.5826  -0.551
H26 5.0885 2.7003 -3.6735  0.317
H27 3.5267 3.0043 -2.7958  0.348
H28 5.1363 3.1031 -1.9939  0.309
H29 4.0268 5.1132 -3.9969  0.212
H30 3.2878 5.6699 -1.8940  0.289
H31 4.6424 6.7541 -2.2062  0.423
H32 4.8964 5.3459 -1.1536  0.302
H33 6.1132 6.0217 -3.5911  0.301
C14 0.8457 0.7788 -7.7834  -1.174
C15 1.6130 -0.0312 -8.8224  0.564
C16 0.6870 -0.9828 -9.5017  -1.328
O10 2.1271 0.8545 -9.8092  -0.564
H34 1.5402 1.4144 -7.2341  0.319
H35 0.3461 0.1158 -7.0771  0.327
H36 0.0890 1.4598 -8.1730  0.311
H37 2.4626 -0.5502 -8.3788  0.200
H38 0.3873 -1.7308 -8.7678  0.369
H39 1.2421 -1.5095 -10.2780  0.326
H40 -0.1650 -0.5998 -10.0633  0.336
H41 2.7967 1.4162 -9.4119  0.313
C17 0.0012 7.8250 3.6817  -1.362
C18 1.2880 6.9740 3.6283  0.584
C19 2.0028 6.9727 4.9709  -1.300
O11 0.8905 5.6124 3.5491  -0.484
H42 -0.5976 7.7042 2.7789  0.373
H43 0.1938 8.8814 3.8689  0.366
H44 -0.6547 7.5114 4.4938  0.358
H45 1.9081 7.2835 2.7870  0.185
H46 2.9016 6.3590 4.9118  0.299
H47 1.4336 6.6508 5.8430  0.326
H48 2.2622 8.0081 5.1916  0.383
H49 0.1425 5.5872 2.9479  0.281
C20 -5.4781 -5.9570 2.5127  -1.452
C21 -4.2063 -5.7118 1.7301  0.798
C22 -4.4588 -5.0326 0.4669  -1.432
O12 -3.3674 -4.8696 2.4802  -0.528
H50 -5.9403 -5.0317 2.8568  0.354
H51 -5.3272 -6.4621 3.4667  0.326
H52 -6.3224 -6.4480 2.0288  0.378
H53 -3.8164 -6.7181 1.5768  0.106
H54 -4.8817 -4.0497 0.6746  0.381
H55 -5.1647 -5.6038 -0.1360  0.364
H56 -3.5769 -4.9175 -0.1633  0.381
H57 -2.8107 -4.4214 1.8392  0.325
C23 3.9492 -3.4603 6.0515  -1.348
C24 3.6173 -3.7013 4.5960  0.573
C25 2.7084 -4.8959 4.3756  -1.296
O13 2.9253 -2.5624 4.1823  -0.506
H58 4.4895 -4.3217 6.4441  0.370
H59 3.0304 -3.3090 6.6181  0.327
H60 4.6044 -2.6022 6.2014  0.322
H61 4.5552 -3.7115 4.0407  0.164
H62 2.6202 -5.1766 3.3261  0.406
H63 1.6971 -4.7591 4.7585  0.342
H64 3.1760 -5.8125 4.7354  0.352
H65 2.5436 -2.8088 3.3366  0.305

| no. | E (eV) | HOMO-LUMO gap (eV) |
| --- | --- | --- |
| 1 | -88047.153 | 8.6 |
| 2 | -79276.347 | 2.7 |